No. 1
7
Properties=species:S:1:pos:R:3:forces:R:3:lowdin_spin:R:1 method="wB97M-V/def2-TZVPD" s2=2.004 charge=+1 spin_multiplicity=3 lumo_ev="-4.244 / -8.847" gap_ev="10.05 / 8.63" e_homo_ha="-0.5254 / -0.6421"
F -0.608688 -1.688933 0.365329 0.88 0.33 0.07 0.166
C 0.707908 0.284054 -0.491890 0.87 -1.76 2.09 0.102
C -0.165926 -0.859680 -0.562901 -1.27 -1.40 -2.22 0.637
O -0.731402 0.387688 -0.530422 -0.14 1.22 0.45 0.301
H 1.292163 0.828155 -1.231487 -0.05 -0.15 0.28 0.002
F 1.206464 0.203028 0.803569 -0.12 1.69 -0.89 0.061
Hg -1.700519 0.845687 1.647802 -0.17 0.08 0.23 0.732

---

No. 2
7
Properties=species:S:1:pos:R:3:forces:R:3:lowdin_charge:R:1 method="wB97M-V/def2-TZVPD" lumo_ev=-0.953 gap_ev=8.20 e_homo_ha=-0.3365
C -1.211432 -0.989676 -0.025219 1.15 2.05 -0.47 -0.238
C -0.259839 -0.127591 -0.163436 0.65 0.32 -0.26 -0.129
O -2.024071 0.068230 -0.270643 1.09 -0.67 0.27 -0.034
F 2.058946 0.501049 1.089949 -0.51 -0.67 -1.59 -0.316
F 1.192234 2.051611 -0.375754 -0.14 -0.09 -0.80 -0.276
P 1.494622 0.500534 -0.467644 -1.14 0.54 2.58 0.894
H -1.250463 -2.004154 0.212750 -1.10 -1.47 0.28 0.099

---

No. 3
7
Properties=species:S:1:pos:R:3:forces:R:3:lowdin_charge:R:1 method="wB97M-V/def2-TZVPD" smiles="O=PC=C(F)F" lumo_ev=-1.049 gap_ev=8.97 e_homo_ha=-0.3683
C 0.183006 0.652941 0.016516 -2.31 1.44 -0.16 -0.171
C 1.368387 1.218549 0.011010 0.54 0.06 0.01 -0.495
O -2.595884 0.855000 0.062677 -1.28 -1.01 0.09 -0.507
F 2.533524 0.581859 -0.015368 -0.31 0.27 0.03 0.120
F 1.591899 2.526101 0.039053 -0.03 -0.28 -0.03 0.098
P -1.506931 1.798746 -0.043786 3.32 -0.37 0.03 0.895
H 0.080433 -0.419209 -0.007560 0.06 -0.10 0.03 0.061

---

No. 4
6
Properties=species:S:1:pos:R:3:forces:R:3:lowdin_charge:R:1 method="wB97M-V/def2-TZVPD" lumo_ev="-1.979 / -1.984" gap_ev="6.96 / 6.85" e_homo_ha="-0.3285 / -0.3246"
C -0.552717 0.138856 -0.002532 -0.67 -0.81 0.66 -0.594
C 0.806129 0.011267 0.072565 0.24 4.57 -2.29 -0.215
F -1.023344 -1.166090 0.050186 -1.00 0.26 0.11 -0.119
F 1.350311 -1.171201 0.098449 0.51 -0.85 0.23 0.054
P -2.139508 1.322088 0.082569 2.73 -1.28 -0.21 0.721
H 1.559129 0.865081 -0.301238 -1.82 -1.89 1.51 0.153

---

No. 5
8
Properties=species:S:1:pos:R:3:forces:R:3:lowdin_charge:R:1 method="wB97M-V/def2-TZVPD" lumo_ev="-1.598 / -2.702" gap_ev="9.64 / 8.24" e_homo_ha="-0.4129 / -0.4023"
C -1.262041 0.508348 0.569215 0.50 -0.73 0.04 -0.317
C 0.915105 -0.294209 -0.328810 0.62 -1.35 -0.58 -0.726
N -1.845079 0.306647 -0.511242 -0.54 0.16 -0.26 0.268
N 0.087038 0.596751 0.334179 0.15 1.25 0.58 0.230
F 1.350522 -1.261255 0.511377 -0.22 0.17 0.35 0.134
F 0.384941 -0.934670 -1.375658 -0.22 0.17 -0.08 0.140
F 2.007174 0.336666 -0.756515 0.03 0.27 -0.11 0.148
H -1.637659 0.741721 1.557453 -0.33 0.06 0.06 0.122

---

No. 6
9
Properties=species:S:1:pos:R:3:forces:R:3:lowdin_charge:R:1 method="wB97M-V/def2-TZVPD" lumo_ev="-0.941 / -0.943" gap_ev="9.34 / 9.34" e_homo_ha="-0.3778 / -0.3778"
C 2.368010 -1.211888 -0.757477 2.55 -3.00 0.33 -0.064
C -1.875964 0.616364 0.594388 -1.47 1.32 1.83 -0.362
N 1.467947 -0.398982 -0.767920 -2.16 1.77 0.69 0.037
N 0.927969 0.677585 -0.879646 -0.32 0.30 -0.51 0.124
O -1.734486 0.560241 -0.565591 -0.39 0.18 -0.13 0.089
F 2.182079 -2.541940 -0.702258 -0.41 1.71 -0.22 0.046
F -1.584857 -0.445747 1.389807 -0.05 0.53 -0.08 0.032
F 0.601409 1.232099 0.408390 0.92 -0.64 -0.20 -0.095
H -2.352110 1.512264 1.280310 1.33 -2.18 -1.71 0.192

---

No. 7
8
Properties=species:S:1:pos:R:3:forces:R:3:lowdin_charge:R:1 method="wB97M-V/def2-TZVPD" lumo_ev=0.332 gap_ev=10.29 e_homo_ha=-0.3659
C 0.914213 0.068114 0.256507 -4.02 -0.90 1.46 -0.032
C 0.567016 0.418129 -0.989102 0.09 -0.10 0.04 -0.314
O -1.544161 -0.834799 0.809625 -0.01 -1.19 -1.11 -0.074
O -0.435668 -0.244594 1.408900 3.72 1.26 -1.60 -0.114
F 2.068759 -0.259648 0.805238 -1.30 0.54 -0.64 0.140
F 1.422468 0.658183 -1.969848 0.40 -0.19 0.48 0.145
F -0.656340 0.597921 -1.479983 0.64 -0.14 1.17 0.145
H -2.336288 -0.403307 1.158662 0.48 0.72 0.19 0.103

---

No. 8
10
Properties=species:S:1:pos:R:3:forces:R:3:lowdin_charge:R:1 method="wB97M-V/def2-TZVPD" lumo_ev="-1.115 / -1.517" gap_ev="9.31 / 8.60" e_homo_ha="-0.3830 / -0.3719"
C 0.484242 0.234843 -0.316012 -1.31 -3.42 2.58 -0.369
C -0.743107 1.228992 -0.220975 0.50 0.98 0.35 -0.189
N -2.010054 1.059406 -2.256301 1.97 0.43 0.77 -0.260
O -2.948997 0.385036 -2.101300 -1.29 -0.67 0.14 0.125
O -1.450705 1.487384 -3.211781 -0.10 0.17 0.10 0.112
F 0.471129 -0.492410 -1.429460 -0.84 -0.23 -1.56 0.069
F 1.696009 0.762802 -0.292349 0.16 1.28 0.63 0.113
F -0.300819 2.500606 -0.194261 -0.66 -0.98 -0.11 0.104
F -1.609417 1.031966 0.815140 1.35 -0.08 -1.61 0.091
H 0.370574 -0.635119 0.527265 0.22 2.51 -1.28 0.203

---

No. 9
6
Properties=species:S:1:pos:R:3:forces:R:3:lowdin_charge:R:1 method="wB97M-V/def2-TZVPD" smiles="N=C=C(F)I" lumo_ev=-0.252 gap_ev=7.81 e_homo_ha=-0.2963
C -0.063238 -0.467242 0.150839 -2.84 -0.20 1.20 -0.303
C 0.452551 0.389980 -0.642615 3.42 3.26 -1.34 -0.768
N -0.881187 -0.966240 0.850105 -3.36 -3.04 4.07 0.149
F 0.326197 0.445769 -1.974517 -0.25 -0.50 -0.23 -0.048
I 1.917665 1.852262 0.033712 -0.92 -1.09 -0.25 0.749
H -1.751987 -1.254531 1.582475 3.94 1.57 -3.45 0.221

---

No. 10
8
Properties=species:S:1:pos:R:3:forces:R:3:lowdin_charge:R:1 method="wB97M-V/def2-TZVPD" lumo_ev=-1.187 gap_ev=9.29 e_homo_ha=-0.3850
C 1.362533 1.625855 -1.010004 6.87 1.12 1.99 -0.083
C 0.075390 1.294748 -1.369147 -0.58 0.37 -1.54 -0.296
N 2.503923 1.843023 -0.716771 -5.08 -0.86 -1.24 0.209
N -0.172078 0.224763 -2.042359 -0.64 2.25 4.48 -0.305
O -1.446786 -0.086869 -2.390384 3.08 -0.65 -1.68 0.070
O 0.604336 -0.773183 -2.118415 0.25 -0.36 -1.32 0.047
F -0.814423 2.236657 -1.470304 -0.97 0.95 0.53 0.172
H -0.566913 -0.783902 -2.821937 -2.92 -2.82 -1.21 0.186

---

No. 11
8
Properties=species:S:1:pos:R:3:forces:R:3:lowdin_charge:R:1 method="wB97M-V/def2-TZVPD" smiles=Oc1onnc1F lumo_ev=0.215 gap_ev=10.16 e_homo_ha=-0.3654
C -0.473228 0.253332 0.058939 -0.09 -0.14 1.94 -0.392
C 0.690220 -0.404394 0.115536 1.72 -1.09 1.26 -0.276
H -0.971774 0.528609 1.882312 0.17 -0.12 -0.17 0.140
N 0.321232 -0.074237 -1.956307 0.07 -0.36 0.46 0.083
N 1.122476 -0.582365 -1.132000 0.72 -0.18 -0.52 0.096
O -1.308578 0.678121 0.989915 -0.59 0.33 -0.01 0.173
O -0.746314 0.451839 -1.171852 -1.26 1.05 -1.84 0.096
F 1.365965 -0.850905 1.213458 -0.74 0.51 -1.12 0.080

---

No. 12
10
Properties=species:S:1:pos:R:3:forces:R:3:lowdin_charge:R:1 method="wB97M-V/def2-TZVPD" smiles="O=[N+]([O-])C(=CF)[N+](=O)[O-]" lumo_ev=-1.160 gap_ev=10.17 e_homo_ha=-0.4165
C -1.327234 -0.561696 0.085608 2.06 -0.50 0.07 0.026
C -0.053039 -0.069658 0.023920 -2.50 0.02 -0.68 -0.027
N 0.156769 1.403974 -0.108328 -2.47 -2.37 0.55 -0.385
N 1.239290 -0.777777 0.006580 -3.33 0.33 -1.19 -0.394
O -0.828388 2.072638 0.005501 -1.39 0.92 -0.02 0.100
O 1.842924 -0.585039 0.986836 2.77 -0.24 2.55 0.164
O 1.247717 1.773632 -0.259230 3.49 1.19 -0.70 0.161
O 1.486413 -1.406288 -0.982888 0.70 -0.57 -0.45 0.146
F -1.541756 -1.855109 0.417964 0.30 1.27 -0.66 0.064
H -2.222692 0.005327 -0.175960 0.37 -0.05 0.53 0.144

---

The energy relative to the best compared isomer or geometry (same formula, charge and spin) results, record by record, are as follows: 0.43, 80.32, 37.43, 76.70, 73.74, 89.35, 163.58, 59.06, 61.48, 153.67, 57.14, 34.30 kcal/mol.